No. 1
The following is a quantum chemistry calculation of a structure of composition C12H24N2, from OMol25.

Calculated values
Energy relative to the best compared isomer or geometry (same formula, charge and spin) ... 616.0 kJ/mol
LUMO energy ... 0.93 eV

Geometry (Å):
C: -1.694353 -2.535802 0.230047
C: -0.416970 -2.623037 -0.809714
C: 0.816817 -2.258621 0.107518
C: 2.164897 -2.288862 -0.436025
C: 2.567652 -1.036551 -1.277289
C: 3.250964 0.053342 -0.601054
C: 2.216372 1.037291 0.050824
C: 0.727264 1.367626 -0.546465
C: -1.420213 2.292890 -0.371513
C: -3.735431 2.558018 0.604471
C: -1.810858 1.766002 1.829290
C: -0.550296 1.472919 1.631267
H: -2.615136 -2.501034 -0.289877
H: -1.565985 -1.498162 0.765051
H: -1.681551 -3.216921 1.122734
H: -0.543297 -1.845803 -1.692944
H: -0.315104 -3.661076 -1.102420
H: 0.701058 -3.060283 0.862444
H: 0.643563 -1.412314 0.698016
H: 2.338808 -3.239207 -1.096712
H: 2.945390 -2.187682 0.343660
H: 1.650126 -0.546367 -1.714782
H: 3.185327 -1.366307 -2.152060
H: 3.863354 0.594307 -1.435062
H: 3.863427 -0.540463 0.216878
H: 1.980407 0.701073 1.197659
H: 2.654564 2.008620 0.155992
H: 0.249645 0.491498 -0.902484
H: 0.800791 1.929999 -1.378301
H: -1.600225 1.400036 -1.087361
H: -1.517013 3.239428 -0.943647
H: -4.072497 2.896329 -0.705446
H: -4.338964 3.133671 1.569795
H: -4.076874 1.263662 0.811575
H: -2.295896 1.779712 2.766452
H: 0.120099 1.113289 2.415461
N: -0.183132 2.142572 0.342029
N: -2.306730 2.576209 0.821992

Forces on atoms 1 to 6 (eV/Å):
C 2.74 2.37 0.73
C -0.85 2.21 1.62
C -2.24 -2.78 0.27
C 2.65 -0.03 -2.25
C -2.12 -1.62 -3.14
C 0.92 0.91 0.97

=====

No. 2
The following is a quantum chemistry calculation of the molecule C12H24N2O3, from OMol25.

Calculated values
Energy relative to the best compared isomer or geometry (same formula, charge and spin) ... 194.0 kJ/mol
LUMO energy ... 0.48 eV
SMILES ... CC[C@H](C)[C@H](NC(=O)[C@@H](N)CC(C)C)C(=O)O

Geometry (Å):
C: 5.187354 0.600171 -1.341473
C: 4.107275 -0.101095 -0.512562
C: 2.721534 0.392619 -0.742768
C: 2.599805 1.969701 -0.666285
C: 1.755654 -0.429978 -0.023192
N: 0.408454 -0.043067 -0.424981
C: -0.571882 -0.994289 -0.310547
O: -0.346789 -2.110928 0.101073
C: -2.012639 -0.590980 -0.893941
N: -2.768763 -1.786592 -1.285406
C: -2.811794 0.258094 0.168757
C: -4.064109 1.016691 -0.222906
C: -5.413084 0.165414 -0.237490
C: -4.175016 2.182060 0.823644
C: 1.958474 -0.317691 1.595648
O: 2.654742 0.483260 2.130643
O: 1.227045 -1.227688 2.244161
H: 4.840559 0.617775 -2.376251
H: 5.423916 1.659106 -0.917434
H: 6.133978 -0.007313 -1.330136
H: 4.370774 -0.156157 0.577851
H: 4.222035 -1.171719 -0.919366
H: 2.551048 0.045434 -1.784478
H: 3.364399 2.419850 0.200691
H: 1.509949 2.339183 -0.474530
H: 2.881897 2.509230 -1.702529
H: 1.915461 -1.496926 -0.294828
H: 0.150071 0.959636 -0.499285
H: -1.896105 -0.077032 -1.821110
H: -2.578467 -2.511194 -0.604032
H: -2.369209 -2.140579 -2.174027
H: -3.039471 -0.513956 0.988974
H: -2.139038 1.014882 0.596648
H: -3.867379 1.557886 -1.158291
H: -6.314546 0.767310 -0.538814
H: -5.497766 -0.141743 0.794727
H: -5.230288 -0.699779 -0.930239
H: -3.310740 2.915915 0.723309
H: -4.177614 1.756231 1.834738
H: -5.026210 2.821881 0.575823
H: 0.635501 -1.721761 1.576978

Forces on atoms 1 to 6 (eV/Å):
C 0.95 1.08 1.15
C 2.28 -1.98 0.36
C 0.83 1.43 -2.31
C 0.71 1.75 0.21
C -0.52 0.06 2.53
N -0.97 -0.37 0.65

=====

Respective HOMO energy values: -7.5778, -9.6249 eV.
Respective Kohn-Sham gap values: 0.313, 0.371 hartree.